Entry a
Molecular formula: C3H5NO2S
Method: DFT, wB97M-V/def2-TZVPD

Its orbital gap is 9.61 eV. As for the net charge: 0. As for the spin multiplicity: 1.

Each line ends with the Löwdin charge.
Cartesian coordinates (Å):
C: -0.451 0.421 -1.262  -0.50
N: -1.146 -0.747 -1.245  0.06
O: -1.240 -0.932 0.210  -0.22
C: -0.101 -1.670 0.622  -0.20
O: 1.124 -0.816 0.604  -0.22
C: 1.082 0.552 1.108  -0.43
S: 0.240 1.574 -0.216  0.93
H: -0.501 0.950 -2.168  0.03
H: -0.435 -1.884 1.669  0.13
H: 0.069 -2.666 -0.011  0.17
H: 2.217 0.882 1.204  0.12
H: 0.581 0.929 2.148  0.12

=====

Entry b
Molecular formula: C3H5NO2S
Method: DFT, wB97M-V/def2-TZVPD

Its orbital gap (alpha / beta) is 8.76 / 6.86 eV. As for the net charge: 0. As for the spin multiplicity: 1.

Each line ends with the Löwdin charge.
Cartesian coordinates (Å):
C: -1.879 -0.430 0.027  -0.24
C: -1.639 -0.635 -1.244  0.16
C: -0.006 1.033 0.502  -0.16
N: 2.487 0.102 -0.629  -0.23
O: 1.032 -1.447 0.985  -0.41
O: -1.061 0.256 0.909  -0.17
S: 1.168 -0.537 -0.096  0.80
H: -2.647 -0.945 0.583  0.12
H: -1.088 -0.076 -1.897  0.00
H: -0.085 1.503 -0.369  0.04
H: 0.383 1.347 1.517  0.15
H: 3.335 -0.170 -0.289  -0.05

=====

Stability check: which of them is least stable? entry b.

=====

Entry a
Molecular formula: C4HBr2F3O
Method: DFT, wB97M-V/def2-TZVPD

Its orbital gap is 7.43 eV. As for the net charge: 0. As for the spin multiplicity: 1.

Each line ends with the Löwdin charge.
Cartesian coordinates (Å):
F: 2.372 -0.998 -0.601  0.14
C: 1.401 -0.426 0.046  -0.23
C: 0.821 -0.749 1.293  0.01
O: -0.305 0.083 1.437  0.04
C: -0.297 0.901 0.385  -0.40
F: -1.142 1.887 0.374  0.16
C: 0.634 0.584 -0.559  -0.18
F: 0.806 1.154 -1.751  0.11
H: 1.052 -1.365 2.222  0.15
Br: -2.687 0.205 -2.291  0.09
Br: -2.654 -1.275 -0.555  0.12

=====

Entry b
Molecular formula: C4HBr2F3O
Method: DFT, wB97M-V/def2-TZVPD

Its orbital gap is 9.79 eV. As for the net charge: 0. As for the spin multiplicity: 1.

Each line ends with the Löwdin charge.
Cartesian coordinates (Å):
F: 2.080 -0.644 -1.228  0.09
C: 0.879 -0.349 -0.708  -0.16
C: -0.258 -1.084 -0.926  -0.73
Br: -0.626 -2.667 -1.694  0.94
O: -1.306 -0.546 -0.225  -0.13
C: -0.822 0.403 0.672  -0.61
Br: -0.971 -0.206 2.528  0.78
C: 0.561 0.800 0.267  -0.53
F: 1.426 1.074 1.210  0.14
F: 0.447 1.966 -0.433  0.10
H: -1.410 1.255 0.536  0.11

=====

Stability check: which of them is least stable? entry a.

=====

Entry a
Molecular formula: C3H11N3
Method: DFT, wB97M-V/def2-TZVPD

Its orbital gap (alpha / beta) is 3.42 / 5.23 eV. As for the net charge: -1. As for the spin multiplicity: 2.

Each line ends with the Löwdin charge.
Cartesian coordinates (Å):
C: -1.688 0.815 0.071  -0.28
C: -3.830 0.658 1.042  -0.41
N: -3.201 0.633 -0.068  -0.30
H: -1.499 1.818 0.611  0.04
H: -1.492 -0.098 0.768  0.05
H: -1.346 0.741 -0.943  0.01
H: -4.415 1.511 1.448  -0.04
H: -3.274 0.186 1.872  -0.04
N: 1.692 -1.461 -1.203  -0.07
C: 1.918 -0.572 -0.044  -0.34
N: 3.405 -0.253 0.026  -0.03
H: 1.382 -1.036 -2.088  0.06
H: 2.306 -2.366 -1.223  0.10
H: 1.447 -1.093 0.750  0.08
H: 1.276 0.290 -0.312  0.09
H: 3.751 -0.501 -0.917  0.04
H: 3.569 0.728 0.209  0.03

=====

Entry b
Molecular formula: C3H11N3
Method: DFT, wB97M-V/def2-TZVPD

Its orbital gap (alpha / beta) is 1.70 / 9.49 eV. As for the net charge: -1. As for the spin multiplicity: 2.

Each line ends with the Löwdin charge.
Cartesian coordinates (Å):
C: -1.972 -2.015 0.409  -0.26
C: -1.245 -0.887 0.950  -0.48
N: 0.095 -1.220 1.669  -0.03
H: -3.095 -1.962 0.364  0.05
H: -1.656 -2.138 -0.606  0.04
H: -1.712 -2.777 1.053  0.03
H: -1.054 -0.079 0.067  0.07
H: -1.935 -0.259 1.512  0.01
H: 0.759 -1.636 0.982  0.04
H: 0.428 -0.268 1.851  0.02
N: 0.581 1.952 -1.375  0.07
C: 1.889 1.813 -1.242  -0.57
N: 2.603 2.566 -0.404  -0.02
H: 0.133 1.392 -2.139  0.08
H: 0.201 2.213 -0.573  -0.03
H: 2.435 1.262 -2.089  0.00
H: 3.547 2.044 -0.430  -0.02

=====

Stability check: which of them is least stable? entry a.

=====

Entry a
Molecular formula: C29H20GeMnNO4S5
Method: DFT, wB97M-V/def2-TZVPD

Its orbital gap is 5.41 eV. As for the net charge: +2. As for the spin multiplicity: 1.

Each line ends with the Löwdin charge.
Cartesian coordinates (Å):
Mn: -0.909 -0.405 -0.806  0.12
O: -3.828 0.165 1.918  0.22
C: -2.791 0.175 1.134  -0.39
O: -2.498 -0.751 0.378  0.02
C: -1.941 1.392 1.200  -0.13
C: -2.224 2.439 2.052  0.07
C: -1.343 3.511 2.080  0.03
C: -0.230 3.467 1.263  0.05
C: -0.020 2.368 0.434  -0.12
N: -0.870 1.336 0.383  0.13
C: 1.273 2.264 -0.347  -0.51
O: 1.694 3.362 -0.972  0.17
O: 1.892 1.242 -0.387  0.08
H: -4.331 -0.663 1.824  0.18
H: -3.102 2.405 2.679  0.14
H: -1.515 4.352 2.737  0.14
H: 0.501 4.264 1.288  0.14
H: 1.055 4.086 -0.951  0.13
S: 0.565 -2.748 -7.398  0.81
C: 0.164 -2.171 -5.967  -1.42
S: -1.026 -2.942 -4.915  1.00
C: -0.887 -1.872 -3.595  -1.05
C: 0.030 -0.725 -3.799  -1.03
S: 0.309 0.381 -2.622  0.92
S: 0.876 -0.714 -5.277  1.01
S: -1.758 -2.034 -2.218  0.91
C: 0.242 -1.302 -0.332  -0.16
Ge: 1.767 -2.505 0.302  1.02
C: 2.711 -1.647 1.737  -0.28
C: 3.555 -0.549 1.562  -0.11
C: 4.256 -0.034 2.640  -0.06
C: 4.119 -0.607 3.899  -0.06
C: 3.280 -1.695 4.082  -0.06
C: 2.577 -2.216 3.005  -0.10
C: 2.549 -2.674 -1.471  -0.28
C: 1.955 -3.584 -2.351  -0.11
C: 2.423 -3.718 -3.652  -0.09
C: 3.474 -2.925 -4.094  -0.08
C: 4.060 -2.006 -3.233  -0.06
C: 3.603 -1.883 -1.927  -0.08
C: 0.796 -4.095 0.803  -0.31
C: 1.426 -5.334 0.685  -0.10
C: 0.768 -6.492 1.075  -0.06
C: -0.522 -6.421 1.580  -0.06
C: -1.158 -5.192 1.699  -0.07
C: -0.500 -4.033 1.313  -0.11
H: 3.664 -0.082 0.593  0.07
H: 4.920 0.809 2.498  0.11
H: 4.676 -0.208 4.736  0.11
H: 3.180 -2.146 5.061  0.11
H: 1.936 -3.077 3.153  0.10
H: 1.147 -4.223 -2.008  0.11
H: 1.986 -4.460 -4.309  0.11
H: 3.852 -3.038 -5.103  0.12
H: 4.890 -1.399 -3.572  0.12
H: 4.090 -1.179 -1.266  0.10
H: 2.433 -5.405 0.289  0.11
H: 1.264 -7.449 0.985  0.12
H: -1.033 -7.324 1.884  0.11
H: -2.163 -5.141 2.096  0.11
H: -1.003 -3.076 1.417  0.09

=====

Entry b
Molecular formula: C29H20GeMnNO4S5
Method: DFT, wB97M-V/def2-TZVPD

Its orbital gap is 5.18 eV. As for the net charge: +2. As for the spin multiplicity: 1.

Each line ends with the Löwdin charge.
Cartesian coordinates (Å):
Mn: -0.470 -0.602 -0.302  0.15
O: -3.183 1.051 2.310  0.22
C: -2.196 0.782 1.500  -0.43
O: -1.621 -0.295 1.437  0.02
C: -1.705 1.927 0.677  -0.13
C: -2.134 3.240 0.760  0.07
C: -1.375 4.199 0.096  0.03
C: -0.192 3.824 -0.529  0.06
C: 0.157 2.480 -0.547  -0.13
N: -0.639 1.554 -0.026  0.11
C: 1.494 1.878 -0.918  -0.47
O: 2.387 2.597 -1.565  0.20
O: 1.730 0.754 -0.551  0.07
H: -3.394 0.277 2.858  0.17
H: -3.001 3.508 1.347  0.14
H: -1.667 5.239 0.125  0.14
H: 0.453 4.586 -0.946  0.13
H: 2.069 3.474 -1.806  0.13
S: -3.892 -1.435 -6.557  0.81
C: -3.115 -1.265 -5.179  -1.41
S: -3.827 -1.690 -3.608  1.00
C: -2.470 -1.398 -2.621  -1.04
C: -1.231 -0.934 -3.355  -1.02
S: 0.155 -0.582 -2.552  0.93
S: -1.403 -0.830 -5.055  0.99
S: -2.464 -1.586 -0.988  0.90
C: 0.372 -1.866 -0.010  -0.13
Ge: 2.106 -2.875 0.472  1.01
C: 2.564 -2.040 2.149  -0.29
C: 3.678 -1.237 2.383  -0.09
C: 3.916 -0.706 3.641  -0.07
C: 3.040 -0.967 4.684  -0.06
C: 1.925 -1.764 4.469  -0.07
C: 1.695 -2.300 3.213  -0.11
C: 3.069 -2.526 -1.166  -0.29
C: 2.485 -3.059 -2.321  -0.15
C: 3.059 -2.872 -3.568  -0.08
C: 4.240 -2.152 -3.680  -0.06
C: 4.839 -1.629 -2.544  -0.06
C: 4.255 -1.808 -1.299  -0.09
C: 1.449 -4.687 0.618  -0.30
C: 2.375 -5.696 0.900  -0.09
C: 1.971 -7.016 1.005  -0.06
C: 0.635 -7.350 0.832  -0.06
C: -0.296 -6.360 0.553  -0.07
C: 0.112 -5.039 0.449  -0.12
H: 4.379 -1.013 1.591  0.09
H: 4.793 -0.095 3.811  0.11
H: 3.234 -0.561 5.668  0.11
H: 1.250 -1.985 5.286  0.11
H: 0.838 -2.951 3.072  0.10
H: 1.586 -3.665 -2.244  0.10
H: 2.602 -3.306 -4.449  0.11
H: 4.701 -2.014 -4.649  0.11
H: 5.770 -1.083 -2.628  0.11
H: 4.749 -1.386 -0.435  0.09
H: 3.425 -5.458 1.038  0.11
H: 2.696 -7.788 1.224  0.12
H: 0.321 -8.381 0.917  0.11
H: -1.337 -6.622 0.421  0.11
H: -0.632 -4.278 0.233  0.08

=====

Stability check: which of them is least stable? entry b.

=====

Entry a
Molecular formula: C4H6N
Method: DFT, wB97M-V/def2-TZVPD

Its orbital gap (alpha / beta) is 10.16 / 8.78 eV. As for the net charge: +1. As for the spin multiplicity: 3.

Each line ends with the Löwdin charge.
Cartesian coordinates (Å):
C: -0.823 0.693 -0.651  -0.06
C: 0.333 -1.190 -0.335  -0.04
C: -0.696 -0.399 0.523  0.10
C: 0.638 0.414 -0.491  -0.01
N: 0.468 0.591 0.975  0.09
H: -1.230 0.144 -1.545  0.14
H: -1.091 1.721 -0.436  0.12
H: 1.065 -1.773 0.249  0.11
H: 0.136 -1.856 -1.292  0.17
H: -0.098 1.311 1.351  0.14
H: 1.297 0.343 1.653  0.24

=====

Entry b
Molecular formula: C4H6N
Method: DFT, wB97M-V/def2-TZVPD

Its orbital gap (alpha / beta) is 8.78 / 9.30 eV. As for the net charge: +1. As for the spin multiplicity: 3.

Each line ends with the Löwdin charge.
Cartesian coordinates (Å):
C: 0.363 0.757 -1.201  0.04
C: 0.599 -0.468 -0.767  -0.10
C: -0.134 1.112 0.148  -0.02
C: -0.086 -1.512 -0.120  0.03
N: 0.213 -0.282 0.674  0.09
H: 0.620 1.434 -2.057  0.16
H: 0.507 1.722 0.852  0.18
H: -1.223 1.278 0.145  0.15
H: -1.053 -1.613 -0.607  0.14
H: 0.290 -2.539 0.333  0.20
H: 0.758 -0.246 1.443  0.13

=====

Stability check: which of them is least stable? entry a.